Record 1
17
Properties=species:S:1:pos:R:3:forces:R:3 method="wB97M-V/def2-TZVPD" homo_lumo_gap_ha=0.3663 e_homo_ev=-9.1 smiles=O[C@H]1[C@H]2CCO[C@@H]12.[H][H]
O -0.5176 -2.1358 0.0116 0.169 -0.188 -0.010
C -0.3047 -0.9832 -0.7351 -0.035 0.213 -0.226
C -0.7099 0.3312 -0.1539 -0.169 0.105 -0.027
C -0.7899 0.3784 1.3717 -0.024 -0.014 0.061
C 0.6321 0.8104 1.7140 -0.102 0.048 0.246
O 1.4317 0.0424 0.8127 0.017 -0.119 -0.015
C 0.7537 0.0572 -0.4151 0.079 0.051 -0.206
H 0.0196 -2.8336 -0.3823 -0.021 0.053 0.213
H -0.5337 -1.0921 -1.7978 0.146 -0.012 0.206
H -1.2948 1.0322 -0.7429 0.086 -0.144 0.078
H -1.5718 1.0474 1.7370 0.138 0.005 -0.072
H -0.9631 -0.6262 1.7686 -0.081 0.180 -0.002
H 0.9582 0.5940 2.7343 -0.055 -0.055 -0.136
H 0.7605 1.8885 1.5180 0.067 -0.199 0.020
H 1.3336 0.4939 -1.2224 -0.176 -0.013 0.127
H 0.2816 0.2440 -3.2856 0.012 0.101 -0.115
H 0.4632 0.9328 -3.0777 -0.050 -0.013 -0.144


Record 2
16
Properties=species:S:1:pos:R:3:forces:R:3 method="wB97M-V/def2-TZVPD" homo_lumo_gap_ha="0.3497 / 0.1788" e_homo_ev="-13.4 / -13.4" total_charge=+1 spin_multiplicity=2
C 1.2431 -1.1112 0.8363 -0.507 -0.491 -0.451
C 0.3483 0.0276 0.2651 0.456 0.601 -0.018
N 1.1869 0.8830 -0.5768 0.744 -0.772 0.619
C 2.2293 1.6240 -0.0617 -0.915 -0.318 0.808
N 3.2708 1.7455 -0.7628 0.236 0.269 -1.584
H 2.3084 -0.9217 0.7687 0.064 0.370 0.293
H 1.0970 -2.0194 0.2608 -0.180 -0.129 -0.047
H 0.9190 -1.2875 1.8568 0.240 -0.056 0.097
H -0.4276 -0.2680 -0.3980 -0.663 -0.831 -0.340
H -0.1398 0.5362 1.0883 0.307 0.648 0.038
H 1.2968 0.5159 -1.5257 0.196 0.462 -0.113
H 2.0461 1.9220 0.9644 0.105 0.366 0.149
H 4.0546 2.3009 -0.4316 -0.070 -0.123 0.547
H -5.7088 -1.1494 -0.7654 0.022 0.054 0.034
H -7.2095 -1.1972 -0.4930 0.043 -0.056 -0.067
O -6.5147 -1.6009 -1.0254 -0.078 0.005 0.036


Record 3
49
Properties=species:S:1:pos:R:3:forces:R:3 method="wB97M-V/def2-TZVPD" homo_lumo_gap_ha=0.3796 e_homo_ev=-12.8 total_charge=+1
O 1.5252 0.7907 0.6740 3.228 -1.254 -2.872
C 0.6573 1.0937 1.3703 -3.499 2.429 3.439
C 0.2041 0.2138 2.5733 -0.065 -3.614 -2.548
C -1.2434 -0.2473 2.3653 -1.109 2.615 1.765
N 0.9196 -1.1454 2.3909 1.621 -0.059 -1.628
H 0.1348 2.1218 1.3099 0.250 -1.528 -0.059
H 0.4856 0.6435 3.4877 0.140 0.525 1.329
H -1.5795 -1.2640 2.5896 0.873 -0.128 -0.572
H -1.5444 0.1568 1.4067 -0.649 -0.642 -0.203
H -1.8105 0.2942 3.1470 -0.208 0.091 -0.643
H 1.9850 -1.0287 2.5070 -1.834 -0.519 -0.471
H 0.6675 -1.5101 1.3524 1.005 1.104 1.704
H 0.5561 -1.9702 2.9359 0.400 1.035 0.005
H -2.6135 -3.2736 -1.4437 0.664 -1.996 0.294
H -3.4063 -2.1911 -0.8304 -2.697 1.115 4.205
O -2.9594 -2.4237 -1.5616 1.820 0.761 -4.378
H -0.3347 1.6673 -3.2816 -1.593 0.418 0.992
H -1.6368 1.5827 -4.1209 0.205 -0.059 2.698
O -1.3620 1.6201 -3.1256 1.747 0.048 -4.614
H 3.9382 0.8557 -2.9024 3.650 2.404 -4.054
H 2.8383 -0.1443 -2.7497 -0.110 -0.520 -0.170
O 3.4288 0.4617 -2.3064 -3.260 -2.262 4.161
H 2.0029 1.5957 -3.0796 0.633 -0.208 0.614
H 1.2686 2.2755 -1.8557 0.468 -0.305 -0.025
O 1.2474 2.0995 -2.8010 -1.376 0.694 -0.562
H 4.3632 1.0207 2.3340 0.614 -3.147 -1.451
H 4.2100 0.1929 1.0384 -0.900 0.364 -2.762
O 4.5124 0.0730 1.8964 0.082 2.744 4.207
H -3.7519 1.4763 1.3885 -0.174 0.023 -0.883
H -3.8998 0.8704 -0.1292 0.029 0.535 2.556
O -3.9952 0.6978 0.8675 -0.087 -0.645 -1.372
H 1.8483 -1.9866 -4.1855 0.601 -0.988 -1.975
H 0.4029 -2.2311 -3.5067 -0.876 -0.823 -0.989
O 1.2581 -1.8515 -3.4893 0.286 1.882 3.004
H 0.6848 4.0550 3.6510 -0.135 -0.421 -0.021
H 0.7089 4.3934 2.1574 -0.585 -2.822 1.883
O 0.5519 3.5777 2.8146 0.765 3.405 -1.669
H -1.1934 0.5819 -1.9503 -0.772 -2.431 1.667
H -2.0960 -0.7844 -1.6196 2.142 1.869 1.015
O -1.3580 -0.1607 -1.2120 -1.370 -0.262 -2.668
H -2.5889 1.9222 -1.8487 0.848 0.416 2.461
H -1.9674 1.6166 -0.2940 -1.249 0.770 -2.175
O -2.5268 2.2170 -0.8818 -0.004 -0.251 0.116
H -0.1671 -4.4982 2.8752 -0.031 -0.890 -0.198
H 0.9333 -3.9486 1.7668 -1.788 -0.203 1.946
O 0.3295 -3.7526 2.5652 1.744 0.879 -1.758
H 0.7450 -1.7802 -1.2790 -1.130 -0.865 3.107
H -0.6503 -1.8913 -0.6343 0.604 0.269 0.440
O 0.2774 -2.0841 -0.3759 1.083 0.448 -2.886


Record 4
116
Properties=species:S:1:pos:R:3:forces:R:3 method="wB97M-V/def2-TZVPD" homo_lumo_gap_ha=0.2771 e_homo_ev=-7.8
Tl 0.1102 0.3491 -0.1522 0.057 0.014 0.024
N 4.3085 -2.4464 0.7389 -0.033 0.018 -0.030
C 3.0008 -2.0970 0.6816 0.001 -0.021 -0.005
N 2.4539 -1.1426 1.3402 0.029 -0.026 0.024
C 3.2415 -0.3791 2.1976 -0.051 0.043 0.023
N 2.7630 0.5782 2.9092 -0.011 -0.004 -0.013
N 1.4334 0.8511 2.6610 0.036 -0.018 0.010
C 0.7193 1.0603 3.6868 0.047 -0.057 -0.054
C -0.7236 1.3295 3.5395 -0.034 0.028 0.020
C -1.4826 1.6372 4.6615 0.000 -0.026 -0.002
C -2.8405 1.8779 4.5062 -0.005 -0.018 -0.004
C -3.3898 1.7956 3.2406 0.012 -0.006 -0.004
C -2.5542 1.4701 2.1774 0.038 0.079 -0.007
N -1.2551 1.2471 2.3150 -0.003 0.068 -0.014
C 4.6820 -0.6738 2.2871 0.022 -0.035 0.041
C 5.5572 0.0814 3.0705 -0.008 -0.021 0.015
C 6.9083 -0.2026 3.0851 0.004 0.009 0.004
C 7.4059 -1.2561 2.3175 0.011 -0.006 -0.009
C 6.5576 -2.0164 1.5399 -0.007 0.002 0.005
C 5.1955 -1.7212 1.5241 0.013 0.016 0.013
H 4.6468 -3.1908 0.1527 0.000 0.001 0.000
H 2.3886 -2.6905 0.0092 0.005 -0.005 0.030
H 1.1336 1.0043 4.6952 0.006 0.015 0.001
H -1.0127 1.6829 5.6355 0.003 0.005 0.004
H -3.4561 2.1201 5.3628 0.001 0.009 0.003
H -4.4433 1.9680 3.0675 -0.004 0.001 0.003
H -2.9416 1.3808 1.1691 0.082 0.101 0.041
H 5.1432 0.8860 3.6635 -0.001 0.002 0.003
H 7.5803 0.3850 3.6958 0.000 0.003 0.001
H 8.4639 -1.4811 2.3292 0.003 -0.002 0.000
H 6.9393 -2.8332 0.9395 0.001 -0.003 -0.002
C -4.6301 -0.5548 0.7015 -0.072 -0.048 -0.058
C -3.3661 -1.2718 1.0382 -0.012 -0.108 0.034
C -2.9501 -1.8169 2.2342 0.024 0.047 0.014
C -1.7143 -2.4301 1.9426 -0.075 -0.070 -0.017
N -1.4113 -2.2743 0.6613 0.053 0.074 0.016
N -2.4225 -1.5518 0.1124 -0.016 -0.013 -0.031
B -2.6702 -1.5573 -1.4195 0.025 -0.023 -0.003
N -3.0123 -0.1321 -1.9007 -0.052 0.070 0.095
N -2.3660 0.9719 -1.4488 -0.027 -0.041 -0.018
C -2.8480 2.0013 -2.1392 0.113 -0.009 0.041
C -3.8340 1.5650 -3.0375 -0.013 0.021 -0.034
C -3.9020 0.1984 -2.8550 0.018 -0.059 -0.052
C -4.7532 -0.8020 -3.5635 -0.020 -0.004 -0.002
C -2.2488 3.3819 -1.9991 -0.031 0.016 0.015
C -3.1352 4.4165 -2.6924 -0.006 -0.012 -0.005
C -0.8686 3.3729 -2.6702 -0.015 0.026 -0.027
C -2.0959 3.7569 -0.5250 -0.018 -0.023 0.020
N -1.4495 -2.1037 -2.1776 -0.023 0.065 -0.150
N -0.3825 -1.3142 -2.4489 -0.103 -0.051 -0.011
C 0.4144 -2.0121 -3.2455 0.036 0.052 0.068
C -0.1354 -3.2834 -3.4918 0.052 -0.035 0.018
C -1.3271 -3.2954 -2.7954 -0.014 -0.006 0.088
C -2.3371 -4.3869 -2.6724 -0.010 -0.010 0.005
C 1.7202 -1.4260 -3.7308 0.010 0.001 -0.042
C 1.5579 0.0758 -3.9818 0.020 -0.004 0.008
C 2.1534 -2.1163 -5.0253 -0.005 0.011 0.010
C 2.7999 -1.6397 -2.6620 -0.011 0.025 -0.007
C -0.8140 -3.2057 2.8773 -0.018 -0.011 0.028
C 0.0696 -4.1639 2.0798 -0.011 -0.024 -0.014
C -1.6687 -4.0083 3.8623 0.016 -0.003 0.002
C 0.0779 -2.2342 3.6559 -0.012 0.008 0.034
H -5.2284 -0.4159 1.6016 0.000 -0.005 0.004
H -4.4372 0.4207 0.2489 -0.059 -0.063 -0.025
H -5.2201 -1.1271 -0.0185 -0.005 -0.004 0.005
H -3.4787 -1.7817 3.1731 0.012 0.022 0.013
H -3.6167 -2.2679 -1.6567 0.006 0.007 0.000
H -4.4095 2.1486 -3.7357 -0.009 0.003 0.004
H -5.3420 -0.2997 -4.3297 -0.002 0.002 -0.001
H -4.1447 -1.5696 -4.0436 0.000 0.001 -0.004
H -5.4351 -1.3077 -2.8780 0.006 0.002 -0.005
H -3.2185 4.2127 -3.7613 -0.005 0.004 -0.004
H -4.1403 4.4240 -2.2662 -0.001 0.000 0.004
H -2.7063 5.4138 -2.5739 0.005 0.002 0.001
H -0.9574 3.1127 -3.7267 0.002 -0.010 -0.004
H -0.3975 4.3571 -2.5919 -0.008 -0.001 0.000
H -0.2160 2.6380 -2.1960 0.007 -0.001 0.004
H -3.0693 3.7821 -0.0291 -0.008 0.003 0.003
H -1.4629 3.0385 -0.0050 -0.008 -0.004 0.019
H -1.6359 4.7447 -0.4309 0.009 -0.001 0.003
H 0.2589 -4.0807 -4.0993 0.000 -0.003 -0.008
H -1.9644 -5.2857 -3.1621 0.000 0.002 -0.005
H -2.5357 -4.6187 -1.6254 0.001 -0.002 0.000
H -3.2877 -4.1124 -3.1322 0.001 0.004 0.000
H 0.7868 0.2614 -4.7313 -0.004 -0.005 0.000
H 1.2667 0.5943 -3.0680 0.009 0.011 -0.006
H 2.5010 0.5022 -4.3329 -0.001 0.003 0.004
H 1.3938 -2.0034 -5.8005 -0.003 -0.002 0.000
H 3.0849 -1.6784 -5.3908 0.004 0.004 0.000
H 2.3231 -3.1834 -4.8694 -0.001 -0.009 0.002
H 3.7626 -1.2467 -3.0003 0.003 0.003 -0.001
H 2.5295 -1.1128 -1.7446 0.000 -0.002 -0.043
H 2.9152 -2.7053 -2.4431 -0.007 -0.014 -0.005
H -0.5357 -4.8884 1.5328 0.004 -0.003 -0.002
H 0.6631 -3.6158 1.3507 0.021 0.013 -0.019
H 0.7388 -4.7035 2.7552 0.002 -0.001 0.001
H -2.3341 -4.6945 3.3359 -0.004 -0.002 -0.007
H -1.0263 -4.5916 4.5265 0.003 -0.002 -0.002
H -2.2803 -3.3517 4.4834 -0.010 0.007 0.003
H 0.6949 -1.6605 2.9665 -0.018 -0.010 0.010
H -0.5274 -1.5386 4.2438 -0.003 -0.009 -0.011
H 0.7339 -2.7804 4.3408 -0.008 -0.005 0.008
N 4.5711 1.3590 -0.0337 -0.040 0.091 -0.012
C 3.7235 1.2854 -0.8265 0.022 0.014 -0.065
H 5.2116 1.4375 0.7302 0.018 -0.025 -0.001
Br 2.2614 7.8869 0.9822 0.000 -0.011 -0.001
C 1.8390 6.0695 0.6779 -0.012 -0.001 -0.002
C 1.1776 5.3409 1.6495 0.003 0.010 -0.004
C 0.8898 4.0131 1.3699 0.013 -0.010 0.007
N 1.2155 3.4108 0.2309 0.011 -0.012 -0.030
C 1.8483 4.1337 -0.6876 0.002 -0.006 0.025
C 2.1862 5.4691 -0.5181 0.002 0.011 -0.015
H 0.8897 5.7856 2.5910 0.000 0.004 0.001
H 0.3630 3.4060 2.0960 -0.004 -0.012 0.011
H 2.0972 3.6244 -1.6116 0.030 -0.016 0.003
H 2.6976 6.0161 -1.2969 0.005 0.002 0.000